Record 1
# C28H28N4O7PtTe

A structure of composition C28H28N4O7PtTe (ωB97M-V with the def2-TZVPD basis set, OMol25).

Properties
HOMO-LUMO gap in eV: 5.1998
Molecular weight in g/mol: 855.231
Total charge: -2
LUMO level in eV: 4.06
ΔE to the lowest compared entry with this formula, charge and spin in eV: 0.302

Last column: Mulliken charge in e.
Positions of all 69 atoms, in Å:
Pt: -1.84167 0.87185 0.19804  1.39
O: -0.64617 4.77746 0.09894  -0.70
C: -1.27104 3.79525 0.48146  1.05
O: -1.31217 2.72871 -0.28635  -0.74
C: -1.97650 3.78498 1.88461  0.15
O: -2.55335 4.83529 2.20138  -0.78
O: -1.85784 2.71763 2.53526  -0.57
O: -0.37733 -0.44603 -2.56218  -0.77
C: 0.40067 -0.05014 -1.71584  -0.22
N: 1.78663 0.02457 -1.94132  -0.20
C: 2.42272 0.71858 -0.83582  3.77
C: 1.24881 0.74453 0.19066  -0.91
O: 1.39804 1.08288 1.34641  -0.68
N: 0.11550 0.33293 -0.42509  0.12
C: 3.57902 -0.05913 -0.23434  -1.21
C: 3.93359 -1.31870 -0.69970  -0.44
C: 4.97196 -2.02783 -0.10483  -0.81
C: 5.66217 -1.48646 0.96790  -0.36
C: 5.30528 -0.22937 1.44400  -0.90
C: 4.27513 0.47943 0.84865  -0.04
C: 2.80313 2.14548 -1.22116  -0.36
C: 1.86555 3.16962 -1.11627  -0.49
C: 2.18665 4.45663 -1.52406  -0.79
C: 3.44056 4.72836 -2.05354  -0.36
C: 4.37654 3.70804 -2.17304  -0.76
C: 4.06020 2.42301 -1.75398  -0.25
H: 2.02778 0.30496 -2.87980  0.33
H: 3.37849 -1.74211 -1.52634  0.39
H: 5.23625 -3.00906 -0.48213  0.39
H: 6.46918 -2.03891 1.43483  0.38
H: 5.83059 0.19974 2.28894  0.38
H: 3.98554 1.45086 1.22607  0.47
H: 0.86901 2.99477 -0.72286  0.42
H: 1.43265 5.22382 -1.39887  0.51
H: 3.69368 5.73469 -2.36750  0.38
H: 5.35907 3.91299 -2.58357  0.37
H: 4.80034 1.63379 -1.82866  0.39
Te: -4.27674 1.40368 0.84423  -0.13
C: -5.22060 -0.01137 -0.42655  -0.20
C: -6.55986 -0.35425 -0.21627  -0.48
C: -7.21176 -1.27314 -1.02789  -0.47
C: -6.53742 -1.88378 -2.07792  -0.37
C: -5.20546 -1.55232 -2.30094  -0.65
C: -4.55673 -0.62955 -1.49212  0.02
H: -7.10030 0.10396 0.60573  0.28
H: -8.25221 -1.51599 -0.83565  0.32
H: -7.04167 -2.60341 -2.71340  0.34
H: -4.66149 -2.01268 -3.11928  0.36
H: -3.51939 -0.37866 -1.68335  0.37
C: -0.65244 -4.16914 1.36496  -1.17
N: -0.88186 -2.99230 0.55607  0.33
C: -1.34807 -3.25045 -0.79786  -0.88
C: -1.28178 -1.80700 1.12384  0.58
O: -2.18411 -1.16053 0.54611  -0.78
N: -0.69454 -1.41631 2.26863  0.46
C: -1.27460 -0.32420 3.05540  -1.09
C: 0.68656 -1.73989 2.57997  -1.51
H: -1.48248 -4.87677 1.24735  0.38
H: -0.58220 -3.90198 2.41510  0.39
H: 0.27209 -4.67426 1.07007  0.29
H: -0.69798 -4.00739 -1.24213  0.30
H: -1.29282 -2.33975 -1.39035  0.18
H: -2.38216 -3.61300 -0.80719  0.34
H: -2.34165 -0.25129 2.86202  0.18
H: -0.83066 0.64186 2.80454  0.42
H: -1.10937 -0.55649 4.11148  0.37
H: 1.16259 -2.22762 1.73086  0.46
H: 0.76331 -2.39088 3.45861  0.28
H: 1.21714 -0.80827 2.77602  0.55

---

Record 2
# C42H105N7Na4O18P

A structure of composition C42H105N7Na4O18P (ωB97M-V with the def2-TZVPD basis set, OMol25).

Properties
HOMO-LUMO gap in eV: 3.6919
Molecular weight in g/mol: 1119.267
Total charge: +1
LUMO level in eV: -3.14
ΔE to the lowest compared entry with this formula, charge and spin in eV: 2.638

Last column: Mulliken charge in e.
Positions of all 177 atoms, in Å:
Na: 2.95721 -2.40972 -1.70937  0.79
Na: -0.01726 0.46514 3.28791  0.83
Na: -2.93246 2.65143 -2.16003  0.85
Na: -2.31539 -3.18286 0.45649  0.84
P: -0.27132 0.07892 -0.90154  0.31
O: 0.32039 -1.01001 0.03476  -0.87
O: -1.65764 -0.36510 -1.39383  -0.74
O: 0.65713 0.24045 -2.13689  -0.68
O: -0.50274 1.42524 -0.07607  -0.64
C: 9.27034 -4.06916 -2.92099  -0.78
O: 8.37303 -4.58391 -1.91517  -0.36
C: 7.17775 -5.19179 -2.44286  -0.53
C: 6.36732 -5.81612 -1.25150  -0.36
N: 5.84334 -4.80811 -0.25474  -0.11
C: 5.11248 -5.31634 0.86111  -0.68
C: 4.09726 -6.44598 0.70287  -0.73
O: 4.49783 -7.75029 0.32794  -0.33
C: 5.43803 -8.49323 1.09507  -0.76
H: 8.78240 -3.54520 -3.74287  0.30
H: 9.80157 -4.95796 -3.26147  0.32
H: 10.09045 -3.45912 -2.54234  0.27
H: 7.49576 -5.81215 -3.28079  0.45
H: 6.62299 -4.34242 -2.84151  0.17
H: 6.93641 -6.63518 -0.81173  0.13
H: 5.44228 -6.26793 -1.60967  0.39
H: 6.52002 -4.16319 0.12776  0.23
H: 4.55942 -4.48075 1.29009  0.42
H: 5.81253 -5.68242 1.61213  0.34
H: 3.24733 -6.06142 0.13912  0.31
H: 3.59439 -6.50575 1.66808  0.45
H: 5.68549 -9.45761 0.65141  0.29
H: 5.19183 -8.62708 2.14844  0.32
H: 6.43721 -8.05971 1.05253  0.28
C: -1.22120 -10.51404 3.95081  -0.75
O: -1.28844 -9.24672 3.36266  -0.26
C: -2.60670 -8.69848 3.22838  -0.56
C: -2.61406 -7.32502 2.48990  -0.79
N: -2.39308 -7.40278 1.06482  -0.24
C: -3.51554 -8.03244 0.36501  -0.61
C: -4.86221 -7.33089 0.48311  -0.62
O: -4.85203 -5.93766 0.09856  -0.26
C: -4.71296 -5.63305 -1.28888  -0.62
H: -1.71589 -10.49170 4.92183  0.31
H: -0.19091 -10.85153 4.06352  0.23
H: -1.82039 -11.19730 3.34896  0.32
H: -3.04385 -8.52197 4.21116  0.43
H: -3.28346 -9.42484 2.77838  0.36
H: -1.85247 -6.67494 2.92055  0.36
H: -3.56427 -6.85548 2.74431  0.35
H: -1.56963 -7.96847 0.91640  0.28
H: -3.69949 -9.09671 0.51196  0.29
H: -3.17727 -7.88050 -0.65997  0.40
H: -5.21716 -7.45759 1.50588  0.32
H: -5.68444 -7.83859 -0.02116  0.37
H: -3.93985 -6.21833 -1.78673  0.29
H: -4.36152 -4.60183 -1.25472  0.15
H: -5.67513 -5.69912 -1.79678  0.28
C: 1.53984 -1.00703 6.57656  -0.68
O: 1.72897 0.42775 6.49602  -0.22
C: 2.36266 0.87451 7.68188  -0.71
C: 1.84800 2.28697 7.97401  -0.50
N: 0.59363 2.20859 8.72097  -0.28
C: 0.07138 3.50120 8.95261  -0.63
C: -1.17149 3.57524 9.87738  -0.54
O: -1.50103 4.90841 10.20584  -0.33
C: -2.61142 4.98448 11.07862  -0.66
H: 0.96218 -1.33672 5.71302  0.15
H: 1.03697 -1.24127 7.51484  0.33
H: 2.51980 -1.48398 6.55904  0.31
H: 3.43521 1.01992 7.55303  0.38
H: 2.25819 0.27414 8.58561  0.38
H: 1.63130 2.79263 7.03303  0.30
H: 2.59008 2.83758 8.55216  0.41
H: -0.09837 1.65025 8.24191  0.22
H: -0.10775 4.04934 8.02764  0.29
H: 0.79404 4.11536 9.48989  0.30
H: -1.04800 2.96367 10.77116  0.37
H: -1.95307 2.96777 9.42108  0.33
H: -3.51908 4.96109 10.47555  0.26
H: -2.64420 5.92220 11.63333  0.25
H: -2.56472 4.15967 11.78969  0.30
C: 1.74663 -4.50343 -4.03924  -0.92
O: 2.72931 -3.59833 -4.38127  -0.18
C: 2.34734 -2.64734 -5.32087  -0.69
C: 3.54383 -1.82857 -5.84953  -0.74
N: 3.98875 -1.01629 -4.70315  0.11
C: 5.07173 -0.07195 -5.00241  -0.96
C: 5.78942 0.33937 -3.71152  -0.13
O: 6.92683 1.07184 -4.02527  -0.35
C: 7.52420 1.61207 -2.85911  -0.71
H: 2.01623 -5.06325 -3.14369  0.23
H: 1.65191 -5.23250 -4.84397  0.35
H: 0.74449 -4.07977 -3.97340  0.39
H: 1.58815 -1.97918 -4.91430  0.46
H: 1.91347 -3.05459 -6.23411  0.39
H: 3.21352 -1.15476 -6.64008  0.35
H: 4.38019 -2.50305 -6.03305  0.40
H: 3.17737 -0.56476 -4.30582  0.12
H: 4.81271 0.81597 -5.57914  0.28
H: 5.75868 -0.63572 -5.63357  0.33
H: 6.14622 -0.53200 -3.16242  0.21
H: 5.12076 0.96790 -3.12337  0.32
H: 6.80597 2.27784 -2.38056  0.30
H: 8.41996 2.17914 -3.11239  0.26
H: 7.72318 0.84650 -2.10918  0.27
C: -3.16603 6.42033 -1.99239  -0.76
O: -4.13048 5.43469 -2.31451  -0.18
C: -5.42507 5.83924 -1.90237  -0.65
C: -6.38133 4.67761 -1.62612  -0.78
N: -6.00861 3.86640 -0.48393  0.02
C: -7.06183 2.86586 -0.17440  -0.83
C: -6.57612 1.87670 0.88834  -0.34
O: -7.43463 0.72108 0.76580  -0.31
C: -7.12822 -0.32463 1.68330  -0.72
H: -2.17108 6.00002 -2.13903  0.29
H: -3.10188 6.66128 -0.93130  0.25
H: -3.27667 7.38659 -2.48453  0.34
H: -5.83879 6.48561 -2.67641  0.33
H: -5.31991 6.37385 -0.95832  0.39
H: -6.53291 4.18281 -2.58544  0.42
H: -7.31850 5.18012 -1.38677  0.36
H: -5.76977 4.36855 0.35922  0.16
H: -7.22910 2.30899 -1.09636  0.37
H: -8.03148 3.24817 0.14454  0.27
H: -6.62549 2.30949 1.88752  0.32
H: -5.55329 1.66775 0.57489  0.31
H: -6.08352 -0.62484 1.60220  0.24
H: -7.65484 -1.26523 1.52194  0.29
H: -7.42075 -0.04166 2.69447  0.30
C: 0.34678 7.11024 -7.25765  -0.74
O: 0.69486 5.84760 -6.68995  -0.31
C: -0.32248 4.87125 -6.77493  -0.44
C: 0.09283 3.53141 -6.07172  -0.74
N: -1.06224 2.71442 -5.68965  -0.09
C: -1.69324 2.06915 -6.84562  -0.63
C: -2.89926 1.21130 -6.35493  -0.80
O: -3.93598 2.00706 -5.81323  -0.24
C: -4.98734 1.28174 -5.27990  -0.79
H: -0.48179 7.57800 -6.72591  0.30
H: -0.07466 7.00976 -8.25785  0.31
H: 1.22710 7.75061 -7.20235  0.25
H: -0.50486 4.64433 -7.82534  0.29
H: -1.20483 5.28733 -6.28869  0.30
H: 0.63339 3.75741 -5.15258  0.46
H: 0.80592 2.98061 -6.68509  0.25
H: -0.65148 2.01854 -5.08375  0.22
H: -1.09437 1.32587 -7.37191  0.36
H: -2.17656 2.80307 -7.49050  0.34
H: -2.55251 0.44190 -5.66508  0.47
H: -3.22602 0.68776 -7.25340  0.40
H: -4.59322 0.72612 -4.42899  0.32
H: -5.37140 0.50475 -5.94089  0.33
H: -5.81826 1.95124 -5.05754  0.22
C: 2.87906 6.43092 -1.07898  -0.75
O: 2.81722 6.31133 0.36795  -0.42
C: 1.67971 5.58716 0.75666  -0.32
C: 1.51221 5.55380 2.34249  -0.53
N: 0.33175 4.80239 2.69580  -0.23
C: -0.81219 5.64419 2.78373  -0.39
C: -2.14631 4.96800 3.18597  -0.57
O: -3.27645 5.72449 2.78269  -0.29
C: -3.36053 6.94453 3.45452  -0.81
H: 3.87660 6.60969 -1.48030  0.32
H: 2.12320 7.07635 -1.52641  0.30
H: 2.62778 5.47815 -1.54501  0.28
H: 1.99393 4.62279 0.35747  0.37
H: 0.78080 5.99099 0.29086  0.24
H: 1.43638 6.52090 2.83956  0.30
H: 2.46067 5.09828 2.62710  0.29
H: 0.17500 4.19127 1.90709  0.22
H: -0.91117 5.97060 1.74848  0.18
H: -0.56058 6.49242 3.42036  0.37
H: -2.06313 4.85802 4.26722  0.28
H: -2.30421 3.95659 2.81151  0.30
H: -4.31143 7.38619 3.15647  0.23
H: -2.63860 7.56740 2.92637  0.32
H: -3.28684 6.96619 4.54180  0.33

---

Q: Look up the molecular weight of the first one.
A: 855.231 g/mol